(1)
Computed, not measured: a cluster of 4 separate species, C4H10Cl4N2O4 in total, with ωB97M-V/def2-TZVPD.

Properties
- SMILES string = C[N+](=O)[O-].C[N+](=O)[O-].ClCCl.ClCCl
- ΔE to the lowest compared entry with this formula, charge and spin (eV) = 0.5028
- HOMO (eV) = -10.5424
- LUMO energy (eV) = -0.13

```
24
Properties=species:S:1:pos:R:3:forces:R:3:mulliken_charge:R:1
C 3.131 1.089 4.961 -1.196 -1.491 0.623 -0.692
N 2.570 0.553 3.671 -2.092 -0.073 1.508 0.828
O 3.205 0.778 2.693 0.576 -0.100 -1.405 -0.484
O 1.454 -0.001 3.718 1.717 0.620 -0.245 -0.515
H 2.947 2.163 4.985 0.788 -0.127 -0.218 0.280
H 4.108 0.623 5.089 0.262 0.963 -0.297 0.290
H 2.512 0.632 5.733 -0.091 0.186 -0.014 0.299
C 0.224 -0.785 0.484 -0.751 0.302 -0.457 -0.815
N -0.906 -0.355 -0.441 0.479 0.722 0.034 0.808
O -1.493 -1.256 -1.027 0.110 1.098 0.219 -0.491
O -1.100 0.867 -0.558 -0.076 -2.176 -0.030 -0.465
H -0.232 -0.933 1.463 0.157 0.127 -0.032 0.326
H 0.935 0.041 0.472 -0.008 -0.362 0.172 0.323
H 0.583 -1.734 0.086 0.127 0.277 0.104 0.307
C 0.798 0.761 -3.366 0.076 -0.478 -0.455 0.090
Cl 1.992 1.106 -2.148 0.307 0.425 0.647 -0.143
Cl 1.552 -0.445 -4.498 -0.837 0.555 0.243 -0.173
H -0.086 0.355 -2.873 0.196 -0.208 -0.330 -0.064
H 0.531 1.679 -3.889 0.241 -0.282 -0.132 0.296
C -4.375 -1.006 -2.990 -0.618 -0.033 -0.798 -0.155
Cl -4.846 -0.439 -1.449 -0.246 0.572 1.709 -0.135
Cl -5.725 -2.036 -3.628 0.798 0.054 -0.137 -0.179
H -4.344 -0.112 -3.613 0.373 -0.502 -0.260 0.257
H -3.434 -1.543 -2.874 -0.291 -0.068 -0.448 0.206
```
Forces are in eV/Å.

(2)
Computed, not measured: a cluster of 3 separate species, C20H33N3O9P2 in total, with ωB97M-V/def2-TZVPD.

Properties
- SMILES string = C[C@@H](C#N)[C@H](C#N)CCC(=O)Nc1ccccc1.COP(=O)(OC)OC.COP(=O)(OC)OC
- HOMO (eV) = -8.6481
- LUMO energy (eV) = -1.33

```
67
Properties=species:S:1:pos:R:3:forces:R:3:mulliken_charge:R:1
C -1.937 -4.245 -1.359 -0.071 -0.117 -0.082 -1.484
C -2.934 -3.698 -0.312 0.457 -0.539 0.048 0.679
C -3.092 -4.766 0.691 0.052 0.761 -0.288 -0.218
N -3.037 -5.543 1.527 -0.202 -0.590 0.366 -0.526
C -2.318 -2.430 0.351 0.064 -0.415 -0.129 0.814
C -2.843 -2.232 1.704 0.468 0.261 -0.890 -0.614
N -3.213 -2.044 2.766 -0.326 0.105 0.858 -0.541
C -2.421 -1.206 -0.592 -0.335 -0.177 -0.137 -1.210
C -3.288 -0.045 -0.106 -0.083 0.437 -0.034 -0.580
C -4.724 -0.192 -0.572 -0.227 0.350 -0.306 0.227
O -4.957 -0.353 -1.742 0.097 -0.139 0.006 -0.525
N -5.824 -0.091 0.386 0.136 -0.377 -0.141 -0.309
C -6.641 -1.280 0.229 0.261 0.418 0.420 0.045
C -7.731 -1.339 -0.624 0.054 -0.380 0.261 -0.480
C -8.412 -2.546 -0.724 -0.300 0.269 -0.217 -0.547
C -8.019 -3.655 0.000 0.073 -0.679 0.359 -0.454
C -6.940 -3.589 0.873 0.207 0.633 -0.344 -0.681
C -6.258 -2.384 0.978 0.099 -0.300 0.085 -0.109
H -1.342 -3.447 -1.800 -0.196 0.055 -0.171 0.327
H -1.243 -4.941 -0.889 0.037 0.098 0.095 0.408
H -2.455 -4.806 -2.135 0.005 0.119 -0.095 0.414
H -3.901 -3.489 -0.769 -0.032 0.199 0.095 0.393
H -1.259 -2.670 0.470 -0.007 0.021 0.210 0.582
H -1.429 -0.862 -0.872 0.058 0.115 0.319 0.453
H -2.877 -1.558 -1.521 0.093 0.053 -0.042 0.540
H -3.205 0.189 0.953 -0.012 -0.267 0.054 0.408
H -2.930 0.844 -0.631 -0.021 0.044 0.047 0.399
H -6.386 0.715 0.131 0.114 0.090 -0.084 0.412
H -8.040 -0.476 -1.198 0.052 0.026 -0.045 0.361
H -9.270 -2.604 -1.383 0.004 -0.081 -0.006 0.355
H -8.540 -4.601 -0.082 -0.169 0.109 -0.163 0.384
H -6.589 -4.432 1.452 -0.196 -0.120 -0.028 0.438
H -5.415 -2.300 1.650 -0.072 0.115 0.046 0.638
C 2.565 1.433 1.618 0.152 -0.317 0.022 -0.604
O 1.937 2.231 0.595 0.175 1.511 2.703 -0.199
P 0.481 2.911 0.971 -3.606 -1.042 -5.422 0.643
O -0.459 1.759 0.857 0.640 0.053 1.023 -0.328
O 0.507 3.878 -0.319 0.248 0.130 0.195 -0.314
C 1.202 3.563 -1.521 0.007 0.015 -0.118 -0.549
O -0.432 4.052 1.747 2.711 -0.422 1.453 -0.295
C -0.169 4.261 3.148 -0.147 -0.111 0.108 -0.723
H 3.532 1.103 1.245 -0.043 0.097 -0.141 0.170
H 2.723 2.028 2.518 0.071 -0.057 0.024 0.287
H 1.953 0.562 1.853 -0.080 0.064 -0.031 0.270
H 0.942 2.567 -1.879 0.058 -0.045 0.049 0.254
H 2.277 3.644 -1.373 0.016 -0.110 -0.006 0.240
H 0.902 4.295 -2.269 -0.117 0.030 0.095 0.254
H 0.854 4.608 3.306 -0.034 0.058 0.036 0.329
H -0.337 3.338 3.710 -0.016 0.036 0.014 0.323
H -0.855 5.022 3.508 -0.043 -0.005 -0.112 0.243
C 8.801 -0.428 -1.689 -0.093 -0.300 -0.073 -0.715
O 7.971 0.722 -1.924 2.551 0.697 2.044 -0.276
P 7.332 1.468 -0.580 -7.314 0.560 -2.109 0.934
O 6.201 0.529 -0.286 1.336 -0.342 0.543 -0.631
O 6.870 2.757 -1.431 0.608 0.179 0.112 -0.282
C 6.630 2.731 -2.833 -0.058 0.068 -0.124 -0.619
O 7.289 2.408 0.792 3.086 -0.828 -0.595 -0.229
C 8.313 2.178 1.778 -0.079 -0.100 0.144 -0.765
H 9.178 -0.768 -2.651 -0.060 0.094 -0.038 0.243
H 9.649 -0.174 -1.053 0.048 -0.052 -0.055 0.305
H 8.219 -1.227 -1.229 -0.037 0.055 0.026 0.302
H 5.953 1.920 -3.103 0.062 -0.067 0.013 0.294
H 7.566 2.643 -3.381 -0.029 -0.089 -0.036 0.268
H 6.165 3.679 -3.098 -0.018 0.023 0.159 0.256
H 9.304 2.380 1.367 0.011 0.052 0.077 0.330
H 8.268 1.148 2.143 0.003 0.030 0.022 0.353
H 8.136 2.854 2.610 -0.093 0.033 -0.064 0.229
```
Forces are in eV/Å.

Orbital gap per entry: 10.4 7.3 eV
Max |F| per entry: 0.050 0.148 Eh/bohr